{
  "formula": "C36H71NO16S8",
  "method": "the ωB97M-V functional and the def2-TZVPD basis",
  "species": ["C", "C", "C", "C", "N", "H", "H", "H", "H", "H", "H", "H", "C", "C", "C", "S", "O", "O", "C", "H", "H", "H", "H", "H", "H", "H", "H", "C", "C", "C", "S", "O", "O", "C", "H", "H", "H", "H", "H", "H", "H", "H", "C", "C", "C", "S", "O", "O", "C", "H", "H", "H", "H", "H", "H", "H", "H", "C", "C", "C", "S", "O", "O", "C", "H", "H", "H", "H", "H", "H", "H", "H", "C", "C", "C", "S", "O", "O", "C", "H", "H", "H", "H", "H", "H", "H", "H", "C", "C", "C", "S", "O", "O", "C", "H", "H", "H", "H", "H", "H", "H", "H", "C", "C", "C", "S", "O", "O", "C", "H", "H", "H", "H", "H", "H", "H", "H", "C", "C", "C", "S", "O", "O", "C", "H", "H", "H", "H", "H", "H", "H", "H"],
  "positions_angstrom": [[2.247226, -2.880361, 0.329218], [2.988947, -2.147224, -0.765250], [4.536651, -2.050121, -0.644993], [5.112363, -1.326762, -1.769774], [5.596773, -0.682678, -2.585994], [1.171865, -2.830491, 0.160267], [2.473264, -2.599237, 1.357627], [2.432722, -3.958583, 0.274865], [2.689614, -1.105264, -0.893541], [2.902917, -2.697394, -1.704127], [4.925136, -3.059492, -0.498538], [4.842867, -1.481512, 0.239425], [2.254882, -0.425563, -6.653472], [2.922992, -1.062369, -5.417359], [2.095700, -0.698734, -4.180429], [0.423200, -0.139357, -4.801004], [0.187031, 1.284229, -4.651944], [-0.552929, -1.071360, -4.265181], [0.721457, -0.482786, -6.572258], [2.684881, -0.822421, -7.573574], [2.365904, 0.657534, -6.774152], [3.926406, -0.643373, -5.462205], [2.939181, -2.144435, -5.509759], [2.421430, 0.018100, -3.434128], [1.753475, -1.654750, -3.784653], [0.203396, 0.220979, -7.218087], [0.288336, -1.464818, -6.777123], [-3.385557, 1.280344, -5.010671], [-3.355146, 2.762650, -4.586622], [-4.188598, 2.887283, -3.288880], [-3.970533, 1.256630, -2.409987], [-5.226394, 0.566223, -2.174615], [-3.012073, 1.492646, -1.345400], [-3.021885, 0.506849, -3.761924], [-2.594195, 1.089066, -5.737836], [-4.329305, 0.914461, -5.414617], [-3.804274, 3.338056, -5.391290], [-2.314834, 2.961857, -4.340003], [-5.245829, 3.108993, -3.419858], [-3.764800, 3.680045, -2.675156], [-3.043925, -0.573864, -3.616229], [-2.003698, 0.675989, -3.404644], [2.709158, 3.089722, 5.248088], [3.205955, 1.694922, 5.657937], [2.015596, 1.094182, 6.419989], [0.520309, 1.682311, 5.452578], [-0.372442, 2.252406, 6.449307], [0.123109, 0.639688, 4.527993], [1.372059, 3.035340, 4.520568], [3.520015, 3.566849, 4.697804], [2.553815, 3.618020, 6.194557], [4.038463, 1.557459, 6.345842], [3.416696, 1.100501, 4.763794], [1.927861, 1.538980, 7.410680], [1.820718, 0.029881, 6.539249], [0.711787, 3.887700, 4.618134], [1.555192, 2.610418, 3.533510], [-1.664372, -6.525377, -3.068569], [-0.306450, -6.928480, -2.430370], [-0.088962, -6.077698, -1.220394], [-0.650842, -4.418880, -1.708202], [0.426929, -3.721357, -2.383170], [-1.359807, -3.790684, -0.603167], [-1.895093, -5.023342, -2.884181], [-2.410434, -7.174186, -2.603632], [-1.786163, -6.788615, -4.118552], [0.507060, -6.698718, -3.133133], [-0.094792, -7.979065, -2.234346], [0.922348, -5.914113, -0.840216], [-0.586652, -6.510197, -0.348107], [-1.870010, -4.383783, -3.765485], [-2.763945, -4.667859, -2.326315], [5.971906, 2.308895, 2.461246], [4.511188, 2.705757, 2.754983], [4.325692, 4.186832, 2.368126], [5.785067, 4.724917, 1.394762], [6.643412, 5.550532, 2.237787], [5.390702, 5.214072, 0.092838], [6.465515, 3.056335, 1.253588], [6.135324, 1.239751, 2.331958], [6.531988, 2.616966, 3.351971], [4.252642, 2.611669, 3.808072], [3.848974, 2.044298, 2.196819], [4.355953, 4.874747, 3.209910], [3.542543, 4.435438, 1.653887], [7.531055, 3.038386, 1.054061], [5.860950, 2.676195, 0.421800], [-3.739175, -2.744724, 2.613935], [-4.432983, -1.843256, 1.611321], [-4.868657, -2.678042, 0.439732], [-5.058396, -4.427962, 1.002116], [-4.012074, -5.257322, 0.426423], [-6.390676, -5.001305, 0.972645], [-4.577145, -4.033763, 2.725069], [-3.494683, -2.260439, 3.555583], [-2.812057, -3.152767, 2.188348], [-3.770926, -1.032015, 1.306571], [-5.246743, -1.389534, 2.184724], [-4.206679, -2.603111, -0.424252], [-5.802356, -2.334717, -0.013284], [-4.054528, -4.858267, 3.198625], [-5.513351, -3.823181, 3.248006], [-0.525640, -0.605076, 0.484543], [-0.334859, -0.028473, -0.891189], [-0.100111, 1.470162, -0.737695], [1.076865, 1.542994, 0.681881], [0.813852, 2.660224, 1.567455], [2.453911, 1.418213, 0.199194], [0.607665, -0.058142, 1.384394], [-0.692835, -1.682858, 0.488366], [-1.426094, -0.256630, 1.001603], [-1.133618, -0.353541, -1.557105], [0.568165, -0.472028, -1.324168], [-0.962280, 2.040595, -0.373469], [0.171331, 2.106636, -1.579789], [0.152933, 0.130901, 2.358654], [1.525700, -0.608507, 1.567175], [-2.888102, 2.514398, 1.741820], [-1.723749, 2.972001, 2.629420], [-2.309203, 3.824631, 3.758738], [-3.777104, 4.686525, 3.105334], [-3.505574, 6.068025, 2.774004], [-4.920632, 4.375540, 3.948813], [-3.851049, 3.678679, 1.593891], [-3.438849, 1.680432, 2.175014], [-2.416318, 2.204282, 0.811851], [-0.975488, 3.553480, 2.092168], [-1.257567, 2.072280, 3.033164], [-1.629593, 4.600637, 4.103658], [-2.867705, 3.306878, 4.540322], [-3.697261, 4.401255, 0.788495], [-4.901003, 3.417112, 1.447828]],
  "forces_ev_per_angstrom": [[-0.13, -0.83, -0.05], [1.28, 0.38, -0.54], [-0.57, -0.18, 1.17], [0.23, -0.26, 0.14], [-0.09, 0.01, -0.29], [0.00, 0.35, 0.09], [0.08, 0.32, -0.08], [0.33, 0.03, -0.03], [-0.53, -0.17, -0.04], [-0.78, 0.22, -0.06], [0.38, 0.10, -0.40], [-0.15, -0.04, 0.08], [-0.91, 0.59, -0.82], [-0.19, 1.53, -0.64], [-1.50, -0.57, -0.78], [0.39, -0.34, -0.52], [0.19, -0.27, 0.22], [0.16, 0.34, -0.22], [0.14, -1.15, 0.40], [-0.32, -0.30, -0.02], [0.97, -0.01, 0.64], [0.19, -0.36, 0.70], [0.18, -0.01, -0.14], [0.34, -0.03, -0.10], [0.23, 0.26, 0.86], [0.08, 0.32, 0.28], [0.13, -0.09, 0.21], [0.72, -0.80, 0.12], [-1.10, -1.31, 0.35], [0.25, -0.20, 0.14], [0.36, 0.76, -1.21], [0.65, 0.51, 0.07], [-0.66, -0.23, 0.41], [0.24, -0.11, 1.75], [-0.17, 0.08, -0.20], [-0.13, 0.31, -0.04], [0.46, 0.51, 0.10], [0.01, 0.54, -0.37], [-0.04, -0.32, -0.21], [-0.07, -0.24, 0.35], [-0.80, -0.09, -0.78], [0.02, 0.62, -0.47], [0.75, 0.79, 1.67], [-1.43, -1.65, 0.04], [-1.46, 0.46, -0.78], [1.40, 0.48, 1.41], [-0.14, -0.36, -1.01], [-0.31, 0.15, 0.25], [0.54, -2.11, 0.71], [-0.83, 0.63, 0.37], [0.18, 0.33, -0.13], [0.41, 0.91, -0.30], [-0.01, -0.10, 0.09], [-0.10, 0.18, -0.09], [0.62, -0.16, -0.36], [0.23, 0.25, -0.36], [-0.60, 0.55, -0.15], [-0.39, -0.88, 0.21], [1.48, 0.46, -1.59], [0.29, 0.42, 1.22], [-0.72, -0.66, 0.43], [-0.20, -0.26, 0.32], [0.75, 0.16, -0.51], [0.05, 0.90, 0.80], [-0.34, 0.62, 0.35], [0.60, 0.04, -0.09], [-0.19, 0.22, -0.13], [-0.84, -0.12, 0.15], [0.25, -0.21, -0.62], [-0.69, 0.65, -0.11], [0.40, -0.32, -0.23], [-0.42, -0.81, -0.14], [0.52, 0.40, 1.43], [-0.01, 0.11, -0.66], [0.76, 0.35, -0.90], [0.79, -0.06, 0.63], [-0.58, -0.58, -0.49], [0.05, -0.13, 0.45], [-1.18, 0.13, -0.65], [-0.25, -0.04, 0.05], [0.32, -0.14, -0.17], [0.75, -0.46, -0.80], [-0.20, 0.27, -0.18], [-0.31, -0.02, 0.08], [-0.48, -0.29, 0.44], [0.00, 0.13, -0.01], [0.53, -0.03, -0.36], [0.90, -1.74, -0.65], [0.25, 0.42, 1.03], [-1.16, -0.05, -1.26], [0.82, -0.83, 0.86], [-0.17, 0.70, -0.09], [0.39, 1.11, -0.13], [-0.75, 1.02, 0.09], [-0.23, -0.07, 0.10], [0.28, 0.61, 0.02], [-0.07, -0.02, -0.15], [-0.34, 0.03, -0.55], [0.53, -0.56, 0.37], [-0.28, -0.22, 0.44], [-0.05, -0.18, -0.24], [-0.05, -0.22, 0.01], [0.02, -0.01, 1.08], [0.21, -0.14, -0.79], [-0.44, 0.79, 1.04], [0.90, -0.34, -1.30], [0.22, -0.46, -0.54], [-0.72, -0.09, 0.15], [-0.85, 0.32, 0.78], [0.66, -0.07, -0.10], [-0.24, 0.38, -0.60], [-0.11, 0.56, 0.00], [0.06, -0.03, -0.01], [-0.12, -0.64, 0.19], [0.85, -0.57, -0.16], [0.41, 0.20, 0.07], [-0.01, -0.19, -0.51], [0.39, 0.57, -0.21], [-0.89, 0.08, 1.06], [-0.82, 0.54, -0.16], [-0.02, -0.47, -0.38], [0.02, -0.26, 0.03], [0.60, 0.15, -0.33], [-1.00, 0.81, -0.57], [0.20, -0.15, 0.09], [-0.75, -0.10, -0.16], [-0.39, -0.14, -0.01], [0.27, 0.24, 0.06], [-0.09, -0.14, 0.40], [0.92, -0.40, 0.34], [0.72, -0.20, -0.02], [0.07, -0.35, 0.32]],
  "multiplicity": 1
}



{
  "formula": "C3H4O2Rb",
  "method": "the ωB97M-V functional and the def2-TZVPD basis",
  "species": ["C", "C", "O", "C", "O", "H", "H", "H", "Rb", "H"],
  "positions_angstrom": [[-1.112731, 1.457789, 1.436343], [-1.164692, 0.195660, 1.919876], [-0.067840, -0.912166, -1.550512], [0.773263, -1.624134, -2.116867], [1.949380, -0.857904, -2.338786], [-2.013650, 2.027923, 1.748906], [-1.934780, -0.214665, 2.598387], [2.624923, -1.428883, -2.717126], [1.119883, 1.761323, -0.943295], [-0.173757, -0.404945, 1.963074]],
  "forces_ev_per_angstrom": [[0.09, -0.03, 0.13], [2.12, 0.06, 0.86], [1.02, -0.71, -0.84], [-1.81, 0.16, 0.83], [1.34, 1.15, -0.13], [-0.11, -0.17, -0.34], [0.01, 0.08, -0.32], [-0.27, -0.20, -0.02], [-0.65, -0.76, 0.36], [-1.74, 0.42, -0.54]],
  "total_charge": -1,
  "de_lowest_kj_mol": 0.0,
  "multiplicity": 1
}



Values of E_LUMO, in order: -0.001; 0.069, all in Eh.
Values of gap between HOMO and LUMO, in order: 9.814; 4.418, all in eV.
Values of HOMO energy, in order: -9.8; -2.5, all in eV.